Computed, not measured: a molecular structure, C42H51AsClCsF5IN3O2PS, with ωB97M-V with the def2-TZVPD basis set.

The geometry in XYZ format:
```
109
C42H51AsClCsF5IN3O2PS, DFT ωB97M-V with the def2-TZVPD basis set
Cs 0.326 -0.201 -0.435
Cl 0.608 -4.154 7.206
C 0.234 -4.005 5.495
C -0.930 -4.538 5.015
C -1.260 -4.437 3.665
I -3.042 -5.278 2.981
C -0.452 -3.789 2.695
O -0.726 -3.689 1.483
C 0.793 -3.218 3.258
N 1.581 -2.563 2.377
C 2.697 -2.016 2.792
C 3.123 -2.084 4.135
C 2.343 -2.738 5.046
C 1.130 -3.332 4.629
H -1.602 -5.046 5.695
H 3.278 -1.481 2.048
H 4.054 -1.615 4.427
H 2.634 -2.804 6.086
C -1.396 5.504 0.254
C -2.166 4.724 -0.814
C -2.883 5.676 -1.772
C -3.122 3.733 -0.174
C -4.117 4.199 0.685
C -4.945 3.326 1.369
C -4.760 1.957 1.224
C -3.780 1.451 0.383
C -3.522 -0.035 0.252
C -4.233 -0.630 -0.963
C -3.834 -0.829 1.516
C -2.983 2.348 -0.361
N -1.999 1.823 -1.215
C -2.140 2.034 -2.479
C -1.225 1.674 -3.507
C -1.434 1.887 -4.882
C -0.317 1.360 -5.525
C 0.513 0.859 -4.495
N -0.022 1.052 -3.289
C 1.858 0.181 -4.677
C 1.716 -0.973 -5.678
C 2.878 1.194 -5.213
C 2.363 -0.381 -3.351
H -0.661 6.167 -0.210
H -0.863 4.822 0.918
H -2.067 6.117 0.863
H -1.435 4.157 -1.386
H -3.641 6.263 -1.246
H -3.381 5.127 -2.572
H -2.173 6.370 -2.227
H -4.232 5.268 0.831
H -5.715 3.707 2.030
H -5.379 1.270 1.789
H -2.449 -0.105 0.082
H -5.318 -0.553 -0.838
H -3.966 -1.682 -1.085
H -3.954 -0.107 -1.878
H -4.911 -0.908 1.694
H -3.378 -0.367 2.395
H -3.441 -1.843 1.424
H -3.044 2.548 -2.840
H -2.300 2.354 -5.333
H -0.126 1.334 -6.589
H 1.372 -0.612 -6.650
H 0.986 -1.699 -5.312
H 2.678 -1.479 -5.819
H 2.545 1.615 -6.164
H 3.854 0.719 -5.364
H 3.003 2.016 -4.506
H 1.656 -1.121 -2.966
H 2.479 0.406 -2.604
H 3.336 -0.866 -3.480
C -0.481 -0.045 4.464
P 0.143 1.299 3.448
C 1.848 1.560 3.961
C -0.758 2.772 3.976
O 0.000 1.052 1.993
H -0.376 0.174 5.528
H 0.075 -0.951 4.228
H -1.531 -0.222 4.226
H 1.916 1.708 5.041
H 2.255 2.419 3.428
H 2.427 0.682 3.673
H -0.682 2.927 5.054
H -1.805 2.660 3.691
H -0.353 3.640 3.454
F 4.640 -1.674 -0.305
C 4.716 -0.310 -0.104
C 3.628 0.384 0.347
C 3.849 1.725 0.497
F 2.845 2.556 0.944
C 5.052 2.364 0.236
F 5.229 3.696 0.411
C 6.116 1.606 -0.221
F 7.304 2.189 -0.491
C 5.952 0.244 -0.398
F 7.002 -0.486 -0.847
C -0.703 -5.714 -0.866
As 0.064 -4.287 -1.898
C 0.790 -5.144 -3.476
C 1.582 -3.680 -0.916
S -1.249 -2.751 -2.424
H 0.059 -6.459 -0.633
H -1.510 -6.158 -1.448
H -1.081 -5.273 0.057
H 1.441 -5.974 -3.200
H 1.348 -4.404 -4.047
H -0.048 -5.498 -4.074
H 2.267 -4.501 -0.700
H 1.209 -3.281 0.031
H 2.104 -2.910 -1.482
```

As for the net charge: -2. The HOMO-LUMO gap is 5.733 eV. The value obtained for the LUMO energy is 3.5 eV. The HOMO energy is -2.22 eV. As for the electronic energy: -168672.829 eV. The largest force on an atom is 0.35 eV/A.

---

Computed, not measured: C8H10N6O6 in the gas phase in a non-equilibrium geometry, with ωB97M-V with the def2-TZVPD basis set.

The geometry in XYZ format:
```
30
C8H10N6O6, DFT ωB97M-V with the def2-TZVPD basis set
O 0.811 -3.760 -2.948
N 1.474 -2.746 -2.665
O 2.431 -2.312 -3.353
C 1.124 -1.979 -1.460
C 1.930 -0.918 -1.020
C 1.646 -0.239 0.186
N 2.320 0.952 0.422
O 3.004 1.499 -0.451
O 2.213 1.462 1.581
C 0.578 -0.609 1.185
C -0.221 -1.694 0.602
N -1.596 -1.680 0.899
O -2.247 -1.279 1.860
O -2.279 -1.987 -0.245
N -1.387 -2.350 -1.270
C -0.142 -2.070 -0.742
H 2.691 -0.509 -1.671
H 0.946 -0.844 2.183
C -0.350 2.664 0.061
N -0.865 1.334 0.338
C -2.311 1.387 0.319
N -0.325 0.661 1.488
H -1.014 3.071 -0.729
H -0.405 3.320 0.934
H 0.667 2.682 -0.333
H -2.556 2.107 -0.484
H -2.764 0.425 0.057
H -2.722 1.721 1.284
H -1.083 0.427 2.123
H 0.433 1.262 1.850
```

The HOMO-LUMO gap is 7.465 eV. The value obtained for the LUMO energy is -1.1 eV. The SMILES is CN(C)[NH2+][C@@H]1C(=[N+]([O-])[O-])C=C([N+](=O)[O-])c2no[n+]([O-])c21. The HOMO energy is -8.58 eV. As for the electronic energy: -29670.697 eV. The largest force on an atom is 3.79 eV/A.

---

Computed, not measured: C6H7N in the gas phase in a non-equilibrium geometry, with ωB97M-V with the def2-TZVPD basis set.

The geometry in XYZ format:
```
14
C6H7N, DFT ωB97M-V with the def2-TZVPD basis set
C -1.713 -1.783 1.848
C -0.156 0.258 1.345
C -0.971 -0.766 1.156
C -1.847 -1.817 0.514
C 1.057 0.635 -0.647
C 1.447 1.478 -1.827
N 0.542 1.085 0.427
H -1.985 -2.292 2.698
H -0.014 0.690 2.260
H -2.057 -2.297 -0.382
H 1.129 -0.396 -1.004
H 0.645 1.640 -2.472
H 2.245 1.188 -2.464
H 1.678 2.377 -1.453
```

The HOMO-LUMO gap is 8.677 eV. The value obtained for the LUMO energy is 1.0 eV. The SMILES is C/C=N/C=C1C=C1. The HOMO energy is -7.63 eV. As for the electronic energy: -7820.580 eV. The largest force on an atom is 4.51 eV/A.

---

Computed, not measured: a molecular structure, C8H24AlO4S4 in a non-equilibrium geometry, with ωB97M-V with the def2-TZVPD basis set.

The geometry in XYZ format:
```
41
C8H24AlO4S4, DFT ωB97M-V with the def2-TZVPD basis set
Al 1.087 10.217 -0.964
C -2.325 10.768 5.983
S -2.609 9.822 4.432
O -1.424 10.147 3.502
C -2.268 8.139 4.963
H -3.237 10.836 6.577
H -1.816 11.720 5.831
H -1.563 10.410 6.676
H -3.176 7.888 5.512
H -1.375 8.157 5.588
H -2.110 7.457 4.127
C 7.386 6.196 -0.777
S 6.114 5.995 -2.059
O 5.316 7.343 -2.051
C 7.268 6.329 -3.458
H 8.078 7.031 -0.885
H 7.896 5.251 -0.590
H 6.829 6.340 0.149
H 6.566 6.249 -4.287
H 8.124 5.654 -3.470
H 7.706 7.327 -3.439
C 1.385 4.103 -5.559
S -0.213 4.795 -4.911
O 0.254 5.919 -4.011
C -1.011 5.598 -6.452
H 1.900 3.468 -4.839
H 2.118 4.813 -5.943
H 0.966 3.467 -6.339
H -1.097 4.861 -7.250
H -0.292 6.392 -6.652
H -2.014 5.911 -6.161
C 5.086 11.628 4.939
S 5.089 9.884 4.238
O 4.842 9.969 2.750
C 7.019 9.765 4.249
H 4.069 11.968 4.748
H 5.741 12.429 4.597
H 5.060 11.574 6.028
H 7.236 9.793 5.317
H 7.437 10.727 3.955
H 7.514 8.888 3.831
```

As for the net charge: +3. The HOMO-LUMO gap is 1.476 eV. The value obtained for the LUMO energy is -14.0 eV. The HOMO energy is -15.51 eV. As for the electronic energy: -66775.759 eV. The largest force on an atom is 4.23 eV/A.